one) Computed, not measured: the molecule C6H5P, with wB97M-V/def2-TZVPD.

**Net charge**: 0
**Gap between HOMO and LUMO**: 8.4193 eV
**Structure (SMILES)**: C=CC#CC=C=P

Geometry as XYZ:
```
12
Properties=species:S:1:pos:R:3:lowdin_charge:R:1
C 1.00 0.63 0.14 -0.0516
H -3.66 -0.87 -1.39 -0.1138
H -1.96 2.37 0.23 0.1455
C -2.54 0.35 0.07 -0.5520
H 1.55 -1.92 0.11 0.0725
H 3.16 0.89 0.02 0.1542
C -1.57 1.27 0.08 -0.2188
C -0.22 0.83 0.08 -0.0423
H 3.38 -1.68 0.15 0.0683
P -3.80 -0.70 0.08 0.7673
C 2.37 -1.23 0.22 -0.0059
C 2.30 0.07 0.21 -0.2235
```

two) Computed, not measured: the molecule C6H5P, with wB97M-V/def2-TZVPD.

**Net charge**: 0
**Gap between HOMO and LUMO**: 7.9721 eV
**Structure (SMILES)**: C#C[P@H]1=C=CC=C1

Geometry as XYZ:
```
12
Properties=species:S:1:pos:R:3:lowdin_charge:R:1
C -1.34 1.69 0.00 -0.1599
C 2.20 0.25 -0.06 -0.3263
H -2.32 -1.66 -0.39 0.0979
P 0.44 0.70 0.23 0.9315
H 4.38 -0.03 -0.59 0.0173
H 0.58 1.00 1.68 0.0385
H 0.14 -1.84 0.22 0.0447
H -3.13 0.97 -0.32 0.0542
C -2.15 0.65 -0.26 -0.3185
C -1.73 -0.76 -0.29 -0.1789
C -0.44 -0.97 0.06 -0.2428
C 3.37 0.01 -0.29 0.0424
```

Most stable structure: one)

one) Computed, not measured: a cluster of 2 separate species, C3H10NOS in total, with wB97M-V/def2-TZVPD.

**Net charge**: +1
**Gap between HOMO and LUMO**: 8.9257 eV

Geometry as XYZ:
```
16
Properties=species:S:1:pos:R:3:lowdin_charge:R:1
H -0.24 -1.08 1.89 0.1825
H 2.32 0.16 -1.16 0.1517
H 0.03 0.31 1.06 0.0882
H -0.99 -1.14 -1.80 0.0700
H 2.37 2.02 -1.00 0.0988
C 1.71 1.15 -0.82 -0.1373
O 1.38 1.03 0.51 -0.1660
C -1.24 -1.41 -0.81 -0.0957
H -1.30 0.19 2.17 0.1605
H 2.20 1.07 1.11 0.1631
S -2.37 1.00 -0.24 0.8785
N -0.76 -0.29 1.45 0.1447
H 0.83 1.40 -1.28 0.0440
H -2.11 -2.09 -0.81 0.1039
C -1.51 -0.30 0.15 -0.8127
H -0.33 -2.03 -0.41 0.1257
```

two) Computed, not measured: the ion C3H10NOS with charge +1, with wB97M-V/def2-TZVPD.

**Net charge**: +1
**Gap between HOMO and LUMO**: 10.1271 eV
**Structure (SMILES)**: [NH3+][C@@H](CO)CS

Geometry as XYZ:
```
16
Properties=species:S:1:pos:R:3:lowdin_charge:R:1
C 0.02 -1.10 -0.44 -0.5324
H -0.17 -2.01 0.14 0.1011
N -0.15 1.36 -0.45 0.2168
C -0.09 0.09 0.46 -0.3135
H -0.56 1.08 -1.34 0.1614
H -1.46 1.60 2.59 0.1198
H -0.74 -1.19 -1.21 0.0886
C -1.41 0.16 1.24 -0.2009
O -1.68 1.49 1.66 -0.0446
H 0.72 1.87 -0.56 0.1666
H 2.36 -1.36 -0.23 -0.1188
H -0.83 2.01 -0.05 0.1468
H -2.25 -0.19 0.64 0.1406
H 0.73 0.33 1.12 0.1517
S 1.61 -1.18 -1.32 0.7675
H -1.35 -0.51 2.11 0.1494
```

Most stable structure: two)

one) Computed, not measured: the molecule CH2O2S, with wB97M-V/def2-TZVPD.

**Net charge**: 0
**Gap between HOMO and LUMO**: 9.0938 eV
**Structure (SMILES)**: OC(O)=S

Geometry as XYZ:
```
6
Properties=species:S:1:pos:R:3:lowdin_charge:R:1
O 0.25 -1.17 -0.07 0.0202
S -2.16 -0.03 -0.03 0.7281
H 1.13 -1.07 0.19 0.0746
O 0.16 1.17 -0.05 -0.0222
H 1.15 1.13 -0.01 0.1332
C -0.53 -0.03 -0.03 -0.9339
```

two) Computed, not measured: the molecule CH2O2S, with wB97M-V/def2-TZVPD.

**Net charge**: 0
**Gap between HOMO and LUMO**: 10.8000 eV
**Structure (SMILES)**: O=C(O)S

Geometry as XYZ:
```
6
Properties=species:S:1:pos:R:3:lowdin_charge:R:1
C -0.31 -0.30 0.27 -0.8483
S 0.94 0.33 -0.97 0.7802
O -0.41 0.53 1.32 0.0814
H 0.20 1.21 1.22 0.0416
O -1.03 -1.18 0.00 0.0824
H 0.61 -0.59 -1.85 -0.1374
```

Most stable structure: two)

one) Computed, not measured: a cluster of 2 separate species, C4H8NO in total, with wB97M-V/def2-TZVPD.

**Net charge**: +1
**Gap between HOMO and LUMO (spin up / spin down)**: 6.3577 / 7.6005 eV
**Expectation value of S²**: 2.01
**Multiplicity**: 3

Geometry as XYZ:
```
14
Properties=species:S:1:pos:R:3:lowdin_spin:R:1
H -2.09 -0.48 -2.40 0.0067
H -3.24 0.26 -1.10 0.0271
O 2.10 -0.61 -0.41 0.1846
C -0.78 0.14 0.41 0.3563
H -0.07 -0.99 1.77 0.0104
C 2.17 0.00 0.75 0.5521
H 0.26 0.77 2.11 0.0104
H 2.33 -1.59 -0.41 -0.0004
C -1.41 0.33 -0.61 0.4644
H 2.77 -0.47 1.59 0.0293
N 0.24 -0.02 1.33 0.2614
C -2.38 0.32 -1.73 0.0646
H -2.18 1.24 -2.15 0.0028
H 2.27 1.09 0.86 0.0304
```

two) Computed, not measured: a cluster of 2 separate species, C4H8NO in total, with wB97M-V/def2-TZVPD.

**Net charge**: +1
**Gap between HOMO and LUMO (spin up / spin down)**: 7.1042 / 7.2768 eV
**Expectation value of S²**: 2.01
**Multiplicity**: 3

Geometry as XYZ:
```
14
Properties=species:S:1:pos:R:3:lowdin_spin:R:1
C 0.94 0.83 0.25 0.1434
H -1.66 -1.69 -0.46 0.0304
H 2.60 0.35 0.99 0.0011
H -1.26 0.10 -1.15 0.0345
C -1.17 -1.09 0.27 0.6949
N 0.26 1.22 -0.77 0.2701
O 2.20 0.42 0.11 0.0694
H -0.80 1.51 -2.52 0.0148
H 0.78 -1.52 0.21 0.0157
C 0.05 -0.97 0.83 0.5345
H 0.66 1.31 1.12 0.0126
H 0.13 -0.76 1.95 0.0297
H -2.05 -0.68 0.75 0.0283
C -0.69 0.97 -1.58 0.1206
```

Most stable structure: two)

one) Computed, not measured: a cluster of 2 separate species, H4OS2 in total, with wB97M-V/def2-TZVPD.

**Net charge**: 0
**Gap between HOMO and LUMO**: 9.6022 eV
**Structure (SMILES)**: SS.O

Geometry as XYZ:
```
7
Properties=species:S:1:pos:R:3:lowdin_charge:R:1
H -1.10 -0.10 2.81 -0.2058
O -0.23 -0.21 -2.69 -0.0979
H -0.27 0.78 -2.71 0.0483
H 1.71 -0.16 1.79 -0.1978
S -0.98 0.60 1.66 0.2418
S 0.69 -0.48 0.96 0.2279
H 0.19 -0.42 -1.83 -0.0166
```

two) Computed, not measured: a cluster of 2 separate species, H4OS2 in total, with wB97M-V/def2-TZVPD.

**Net charge**: 0
**Gap between HOMO and LUMO**: 10.1592 eV
**Structure (SMILES)**: SS.O

Geometry as XYZ:
```
7
Properties=species:S:1:pos:R:3:lowdin_charge:R:1
H -1.49 0.70 -1.59 0.0357
H -0.18 -1.31 2.62 -0.1988
S 0.88 -1.92 2.03 0.2053
H 2.17 0.14 1.35 -0.2002
O -1.73 1.41 -2.22 -0.0907
S 1.28 -0.54 0.59 0.2021
H -0.93 1.53 -2.78 0.0466
```

Most stable structure: two)